No. 1
The following is a DFT calculation (ωB97M-V with the def2-TZVPD basis set) of a gas-phase ion, C18H24NO2 (charge +1).

Each line ends with the natural charge from an NBO analysis.
Positions of all 45 atoms, in Å:
1 C 3.150764 1.447570 0.199776  -0.42
2 N 1.853395 1.047373 0.757402  -0.54
3 C 1.817937 -0.348583 1.250276  -0.22
4 C 0.393357 -0.801562 1.592718  -0.27
5 C 0.441493 -2.171951 2.260215  -0.61
6 C -0.314200 0.226657 2.488600  -0.07
7 O -0.511240 1.452615 1.796161  -0.55
8 C -1.653275 1.524906 1.004756  0.20
9 C -2.910673 1.553769 1.587571  -0.23
10 C -4.044092 1.680985 0.806609  -0.20
11 C -3.917004 1.797414 -0.565308  -0.19
12 C -2.666948 1.777013 -1.158039  -0.28
13 C -1.522503 1.625414 -0.387538  0.32
14 O -0.232761 1.630629 -0.903486  -0.56
15 C 0.018561 1.101710 -2.214250  -0.10
16 C 0.335920 -0.370172 -2.136834  0.00
17 C 1.626869 -0.830052 -2.366771  -0.25
18 C 1.921923 -2.178355 -2.252513  -0.21
19 C 0.930751 -3.076759 -1.893982  -0.20
20 C -0.359151 -2.626361 -1.665432  -0.19
21 C -0.657375 -1.280061 -1.788455  -0.25
22 H 3.106123 2.478945 -0.142635  0.23
23 H 3.931954 1.359450 0.953197  0.23
24 H 3.402570 0.803967 -0.640732  0.23
25 H 1.070660 1.187510 0.054043  0.48
26 H 1.581854 1.672193 1.527029  0.44
27 H 2.222213 -0.997965 0.470224  0.23
28 H 2.456940 -0.425436 2.133739  0.22
29 H -0.179690 -0.884716 0.662761  0.23
30 H -0.563640 -2.537200 2.447493  0.23
31 H 0.948117 -2.886994 1.618013  0.23
32 H 0.968684 -2.121252 3.209339  0.21
33 H -1.268179 -0.182739 2.832042  0.20
34 H 0.293900 0.464107 3.366491  0.19
35 H -2.987989 1.487957 2.662101  0.23
36 H -5.017392 1.701737 1.269140  0.23
37 H -4.792022 1.912962 -1.184735  0.23
38 H -2.598564 1.887556 -2.228739  0.23
39 H 0.875519 1.666730 -2.591196  0.20
40 H -0.827270 1.278744 -2.878551  0.21
41 H 2.396441 -0.133767 -2.670377  0.21
42 H 2.923944 -2.527542 -2.450079  0.23
43 H 1.159621 -4.127300 -1.807329  0.23
44 H -1.137596 -3.324812 -1.400765  0.23
45 H -1.667943 -0.934335 -1.621948  0.23

Forces on the atoms, in the same order (eV/Å):
0.56 0.18 -0.22
-0.33 0.30 -0.08
-0.36 -0.71 0.17
-0.03 0.32 0.20
0.00 0.25 -0.16
0.09 -0.63 -0.07
-0.41 0.37 -0.27
0.17 -0.05 -0.17
0.20 0.00 -0.01
-0.02 -0.02 -0.01
-0.02 -0.02 0.04
0.25 -0.01 -0.14
-0.05 -0.02 0.38
-0.26 0.22 0.22
0.04 -0.24 -0.38
0.02 0.18 0.05
-0.12 0.10 -0.04
0.10 -0.10 0.03
0.09 -0.03 0.01
-0.10 0.05 0.04
-0.02 -0.03 -0.11
-0.08 0.00 0.03
-0.09 -0.04 0.04
-0.10 -0.04 0.05
0.39 0.00 0.45
0.05 -0.12 -0.33
0.05 0.16 0.01
0.05 0.12 -0.06
0.05 0.06 0.08
-0.10 -0.07 0.03
0.06 -0.13 -0.03
0.09 -0.05 0.16
0.05 0.07 0.02
-0.04 -0.03 0.01
0.01 0.01 0.13
-0.10 0.01 0.05
-0.08 0.02 -0.07
0.03 0.02 -0.08
-0.14 -0.07 -0.01
0.08 0.09 0.09
0.09 0.08 -0.05
0.09 -0.05 -0.03
0.03 -0.12 0.00
-0.09 -0.09 0.02
-0.10 0.02 0.02

E = -24634.54369 eV
E_HOMO = -11.8 eV
SMILES string = C[NH2+]C[C@@H](C)COc1ccccc1OCc1ccccc1
net charge = +1
LUMO = -2.3 eV
energy relative to the best compared isomer or geometry (same formula, charge and spin) = 35.9 kJ/mol

=====

No. 2
The following is a DFT calculation (ωB97M-V with the def2-TZVPD basis set) of a molecular structure, C18H25Br6F16O6P in a non-equilibrium geometry.

Each line ends with the Mulliken charge.
Positions of all 72 atoms, in Å:
1 C -4.999585 10.980666 1.288362  -1.05
2 C -4.591079 10.186285 -0.007147  -0.33
3 O -4.815813 8.788186 0.235906  -0.31
4 P -5.419603 7.838574 -0.995703  0.92
5 O -4.980852 8.261860 -2.342131  -0.67
6 O -7.003408 7.846975 -0.694734  -0.34
7 C -7.719326 9.098971 -0.900861  0.01
8 C -9.046262 8.960398 -1.605262  -1.28
9 O -4.941858 6.294660 -0.604586  -0.32
10 C -3.527084 5.960924 -0.542477  -0.17
11 C -3.377558 4.498718 0.002851  -1.16
12 H -4.444489 11.912845 1.183486  0.37
13 H -6.079517 11.045448 1.421188  0.26
14 H -4.588042 10.401696 2.115122  0.27
15 H -5.031908 10.540526 -0.938971  0.35
16 H -3.517974 10.266882 -0.180471  0.38
17 H -7.711057 9.475505 0.122003  0.24
18 H -7.143435 9.824980 -1.474763  0.26
19 H -9.482645 9.942458 -1.787511  0.37
20 H -8.942351 8.434779 -2.554484  0.32
21 H -9.770352 8.478045 -0.948658  0.31
22 H -3.030608 5.884011 -1.509792  0.28
23 H -2.919403 6.686049 -0.001153  0.33
24 H -4.096028 3.853148 -0.502275  0.30
25 H -2.390982 4.093566 -0.222128  0.37
26 H -3.506969 4.577172 1.082301  0.30
27 C 9.261123 -5.682134 -0.560224  -0.83
28 C 10.403584 -5.110412 0.363602  0.88
29 C 11.671276 -4.726674 -0.391769  0.13
30 F 12.353539 -5.756235 -0.916015  -0.23
31 F 11.281734 -3.905210 -1.404982  -0.27
32 F 10.018502 -4.080254 1.058784  -0.30
33 F 10.703264 -6.025555 1.343541  -0.29
34 O 9.542344 -6.997911 -1.093984  -0.41
35 C 9.220023 -7.251748 -2.439818  0.97
36 C 9.590958 -8.700693 -2.673905  0.17
37 F 9.037456 -9.533839 -1.821791  -0.23
38 F 9.442138 -9.124311 -3.907290  -0.27
39 F 7.972155 -6.924702 -2.752329  -0.29
40 F 9.883295 -6.372215 -3.162058  -0.29
41 H 9.016053 -4.958621 -1.337768  0.39
42 H 8.347343 -5.780022 0.025888  0.40
43 H 12.371226 -4.159854 0.222141  0.27
44 H 10.676848 -8.695042 -2.579463  0.20
45 C -5.420273 -6.330862 5.667085  -0.90
46 C -6.762513 -5.497986 5.866033  0.96
47 C -7.332166 -5.602149 7.330156  0.16
48 F -7.766969 -6.819367 7.593438  -0.26
49 F -6.466228 -5.294040 8.243010  -0.25
50 F -6.577334 -4.231920 5.506203  -0.31
51 F -7.654136 -5.877192 4.972336  -0.29
52 O -4.948166 -6.159623 4.319581  -0.40
53 C -3.671102 -6.556693 3.946508  0.96
54 C -3.395431 -6.167315 2.505725  0.23
55 F -2.169203 -6.337294 2.162288  -0.26
56 F -4.140581 -6.762462 1.612177  -0.24
57 F -2.845355 -5.899513 4.790527  -0.31
58 F -3.486708 -7.860801 4.175501  -0.29
59 H -5.712947 -7.369459 5.821221  0.32
60 H -4.602744 -6.065245 6.337301  0.44
61 H -8.199457 -4.953178 7.451642  0.25
62 H -3.619391 -5.109306 2.369450  0.20
63 C 7.408198 2.591600 -9.214524  -0.32
64 Br 8.797255 2.351763 -10.654794  -0.03
65 Br 7.571055 1.203055 -7.801865  0.00
66 Br 5.580423 2.599529 -9.955423  0.00
67 H 7.605504 3.599921 -8.850585  0.36
68 C 4.108384 -0.829060 -2.549490  -0.33
69 Br 5.124325 0.217366 -1.186674  -0.03
70 Br 2.762161 0.378999 -3.370355  -0.01
71 Br 3.284902 -2.293572 -1.445308  -0.02
72 H 4.813822 -1.273094 -3.251835  0.39

Forces on the atoms, in the same order (eV/Å):
0.98 -1.28 -1.61
0.31 0.27 0.93
-1.04 -1.56 -1.56
1.13 -0.39 0.90
-0.47 -0.02 0.95
1.01 -0.81 -1.02
0.86 0.57 0.40
-0.34 -0.33 0.82
-0.45 2.22 0.01
0.67 -1.54 -0.53
-0.32 1.62 0.17
-0.57 0.34 0.43
0.14 0.37 -0.15
0.01 0.20 0.12
-0.43 -0.08 0.16
0.11 0.28 0.21
-0.88 0.39 -0.08
0.48 -0.31 -0.17
0.31 0.16 -0.12
-0.01 -0.03 0.13
0.00 -0.42 -0.23
-0.73 0.61 -0.60
-0.48 0.06 0.46
-0.17 0.09 0.33
0.11 0.28 0.06
-0.22 -0.69 -0.02
-0.41 -0.01 0.11
0.09 -3.18 -0.76
0.66 0.75 -0.07
-0.37 -0.45 -0.08
-0.06 -0.01 -0.20
-1.20 2.27 0.24
0.33 -0.51 -0.67
-0.17 -0.02 -0.23
-0.43 1.69 2.32
3.11 0.74 0.23
-0.94 -0.50 0.70
-1.44 -0.28 -1.91
-1.86 -0.66 0.40
1.99 0.24 -1.52
0.38 -0.03 -0.13
0.19 0.06 0.39
-0.15 0.00 0.34
0.29 -0.10 0.85
-0.27 -0.07 -0.31
2.38 -0.76 0.11
-1.87 1.09 -1.94
-0.30 -2.03 -0.19
2.31 0.78 1.37
0.83 1.75 0.87
-1.52 -1.70 -0.44
-0.54 -0.03 -1.23
-1.91 0.28 2.32
-1.71 3.04 0.32
3.42 -0.94 -0.14
-1.68 -1.89 -0.88
1.13 0.11 -0.31
0.18 -0.57 -0.18
0.13 -0.12 0.07
-0.44 0.22 0.34
-0.06 0.44 -0.42
-0.10 0.40 0.65
0.14 -0.57 -0.69
-1.03 0.01 1.00
0.00 1.09 -0.93
1.00 -0.03 0.32
-0.10 -0.50 0.30
-0.62 0.47 1.83
-0.19 -0.34 -0.99
0.97 -1.12 0.33
0.27 0.72 -1.18
-0.41 0.26 0.00

E = -504379.59482 eV
E_HOMO = -10.3 eV
LUMO = -0.5 eV

=====

No. 3
The following is a DFT calculation (ωB97M-V with the def2-TZVPD basis set) of a molecular structure, C18H25Cl2P2Pd.

Each line ends with the Mulliken spin population.
Positions of all 48 atoms, in Å:
1 Pd -0.003465 -2.082007 -0.382065  1.30
2 C 0.357563 -1.940666 3.115710  0.02
3 P -0.430061 -2.894607 1.797669  0.19
4 C -2.173510 -3.053281 2.235954  0.01
5 C 0.310335 -4.543191 1.789057  -0.03
6 C -0.030439 -5.462594 2.777634  -0.01
7 C 0.553904 -6.721182 2.794190  0.00
8 C 1.481752 -7.071561 1.824419  0.00
9 C 1.830820 -6.163981 0.834646  -0.01
10 C 1.251758 -4.897491 0.809894  -0.01
11 P 1.750861 -3.707662 -0.450569  0.27
12 C 3.359836 -3.025857 0.009211  0.03
13 C 1.964637 -4.569674 -2.019889  0.02
14 H 0.236087 -2.472615 4.061736  0.01
15 H -0.109477 -0.959103 3.196728  0.01
16 H 1.422341 -1.819377 2.919842  0.00
17 H -2.273987 -3.484704 3.233213  0.01
18 H -2.690335 -3.690231 1.519157  0.00
19 H -2.634731 -2.065588 2.239240  0.01
20 H -0.753822 -5.210043 3.542767  0.00
21 H 0.280942 -7.429206 3.564877  0.00
22 H 1.934796 -8.053565 1.835986  0.00
23 H 2.557496 -6.455612 0.086658  0.00
24 H 4.075004 -3.845254 0.112660  0.01
25 H 3.296753 -2.498400 0.960382  0.00
26 H 3.712152 -2.341418 -0.762711  0.01
27 H 2.785861 -5.285064 -1.946384  0.01
28 H 2.210199 -3.846621 -2.798250  0.00
29 H 1.051465 -5.100592 -2.285612  0.00
30 Cl -0.528867 -0.988454 -2.756967  0.02
31 C -1.705225 -2.281310 -3.091966  -0.01
32 Cl -1.736740 -3.422702 -1.708155  0.11
33 H -1.392220 -2.825841 -3.975035  0.00
34 H -2.692426 -1.845507 -3.190283  0.00
35 C -1.276338 7.084205 -1.192590  0.64
36 C -1.244091 8.478181 -1.328669  -0.01
37 C -1.243127 9.115635 -2.588944  0.35
38 C -1.218396 10.547942 -2.716252  0.26
39 C -1.195865 11.374968 -1.609751  0.08
40 C -1.196406 10.775878 -0.364794  0.26
41 C -1.220866 9.345896 -0.214435  0.35
42 H -1.313813 6.446090 -2.062558  0.02
43 H -1.295128 6.627047 -0.214759  0.02
44 H -1.264667 8.521165 -3.493389  0.01
45 H -1.218403 10.970497 -3.713576  0.01
46 H -1.178412 12.449577 -1.714177  0.01
47 H -1.178838 11.381983 0.532716  0.01
48 H -1.224889 8.935884 0.787449  0.01

Forces on the atoms, in the same order (eV/Å):
0.01 -0.19 0.01
-0.01 0.01 0.00
0.01 0.00 0.00
0.00 0.00 0.00
0.00 0.00 0.00
0.00 0.00 0.00
0.00 0.00 0.00
0.00 0.00 0.00
0.00 0.00 0.00
0.00 0.00 0.00
0.01 0.01 0.02
0.00 0.00 0.00
0.00 0.00 0.00
0.00 0.00 0.00
0.00 0.00 0.00
0.00 0.00 0.00
0.00 0.00 0.00
0.00 0.00 0.00
0.00 0.00 0.00
0.00 0.00 0.00
0.00 0.00 0.00
0.00 0.00 0.00
0.00 0.00 0.00
0.00 0.00 0.00
0.00 0.00 0.00
0.00 0.00 0.00
0.00 0.00 0.00
0.00 0.00 0.00
0.00 0.00 0.00
0.00 0.01 0.00
0.00 0.01 0.00
0.00 0.00 -0.01
0.00 0.00 0.00
0.00 0.00 0.00
-0.05 0.13 -0.01
-0.01 0.01 0.00
0.00 0.00 0.00
0.00 0.00 0.00
0.00 0.00 0.00
0.00 0.00 0.00
0.00 -0.01 0.00
0.02 0.01 -0.01
0.02 0.01 0.00
0.00 0.00 0.00
0.00 0.00 0.00
0.00 0.00 0.00
0.00 0.00 0.00
0.00 0.00 0.00

E = -66145.94209 eV
E_HOMO (spin up / spin down) = -15.1 / -17.2 eV
spin multiplicity = 5
expectation value of S² = 6.035
net charge = +3
LUMO (spin up / spin down) = -7.6 / -10.8 eV
energy relative to the best compared isomer or geometry (same formula, charge and spin) = 0.0 kJ/mol

=====

No. 4
The following is a DFT calculation (ωB97M-V with the def2-TZVPD basis set) of a molecular structure, C18H25ClINOPS4Ti in a non-equilibrium geometry.

Each line ends with the Mulliken spin population.
Positions of all 53 atoms, in Å:
1 Ti 8.588430 11.477890 8.122991  0.35
2 S 9.028390 11.950384 10.534885  0.35
3 S 9.875801 13.118867 9.089018  0.12
4 S 10.635018 10.415626 7.904948  0.13
5 S 9.683090 9.748957 9.502810  0.29
6 Cl 5.973261 17.287393 5.993482  0.01
7 C 6.865654 15.857799 6.142012  0.02
8 C 7.897418 15.538263 5.195039  -0.01
9 C 8.514873 14.279453 5.070923  0.04
10 I 9.595287 13.517873 3.469678  0.00
11 C 8.197849 13.432240 6.142002  0.03
12 O 8.830232 12.261546 6.306239  -0.02
13 C 7.176441 13.725837 7.090180  0.08
14 N 6.928086 12.721543 7.969375  0.08
15 C 6.011466 12.953754 8.991376  0.25
16 C 5.272851 14.111726 9.022154  -0.13
17 C 5.465231 15.177213 8.132664  0.40
18 C 6.497143 15.001389 7.162317  -0.05
19 H 8.145406 16.325451 4.438217  0.00
20 H 5.810529 12.130512 9.695410  0.04
21 H 4.522085 14.228985 9.826322  0.00
22 H 4.824840 16.052880 8.221163  0.03
23 C 5.971689 8.786619 9.197028  -0.01
24 C 6.555030 7.977748 8.060060  0.01
25 C 5.512233 7.026267 7.486906  0.00
26 P 7.308516 9.214385 6.854502  -0.02
27 C 5.875856 9.608510 5.661388  -0.01
28 C 5.354118 8.539975 4.739589  0.00
29 C 6.236482 10.911520 4.904417  0.01
30 C 8.525775 8.083775 5.954031  0.02
31 C 9.247786 8.925776 4.861317  0.00
32 C 8.185027 6.674799 5.634924  0.00
33 H 5.187867 8.254779 9.733116  0.00
34 H 5.454539 9.722173 8.854571  0.00
35 H 6.688222 9.006167 9.971051  0.00
36 H 7.438487 7.415406 8.429617  0.00
37 H 5.269983 6.298757 8.298102  0.00
38 H 5.777473 6.354507 6.652126  0.00
39 H 4.580850 7.530254 7.165315  0.00
40 H 5.088796 9.849532 6.324176  0.00
41 H 5.952665 8.460332 3.747959  0.00
42 H 4.345392 8.841612 4.427980  0.00
43 H 5.408235 7.500932 5.098925  0.00
44 H 5.360284 11.064889 4.226757  0.00
45 H 7.198735 10.889758 4.306598  0.00
46 H 6.336835 11.840091 5.495554  -0.01
47 H 9.321613 8.045093 6.755392  -0.01
48 H 8.546867 9.430170 4.166368  0.00
49 H 9.932501 8.300287 4.289202  -0.01
50 H 9.846291 9.773206 5.289874  0.01
51 H 7.239849 6.457539 5.097242  0.00
52 H 8.094406 6.063097 6.517854  0.00
53 H 9.046029 6.235709 5.085519  0.00

Forces on the atoms, in the same order (eV/Å):
-0.39 -0.42 -0.03
-0.56 1.48 -0.10
0.06 0.80 0.87
1.31 -0.72 -1.19
-0.33 -1.51 -0.09
-0.39 1.50 -0.34
2.27 -0.92 -1.28
-0.76 1.21 -1.17
-1.49 0.90 1.79
0.03 0.39 0.26
0.68 -1.45 0.01
-0.72 0.42 0.25
-0.13 1.41 -0.07
-0.12 -0.56 1.80
-0.06 -0.46 -0.99
-0.53 0.42 0.81
0.19 -0.62 0.17
0.05 -1.76 -0.33
-0.43 -0.77 0.69
0.36 0.52 -0.42
0.46 -0.15 -0.53
0.44 -0.11 -0.27
-1.25 0.60 0.33
0.71 0.30 -0.75
-0.71 -1.28 0.42
-0.16 -0.97 -0.51
2.41 0.42 0.31
1.07 -0.81 -2.50
-0.20 0.40 -1.05
1.36 2.45 1.26
-0.38 0.76 -0.14
-0.17 -1.41 -1.01
-0.21 -0.41 -0.06
0.64 -0.56 0.20
0.52 0.49 -0.02
-0.49 0.18 -0.17
-0.22 0.56 -0.34
0.37 0.62 0.35
0.42 -0.09 0.42
-0.96 0.42 0.99
-0.70 0.48 1.50
0.02 -0.44 0.08
-0.51 0.75 0.08
0.80 0.18 0.07
-1.25 -0.32 0.55
-0.24 -0.79 0.18
-0.70 -0.10 -0.47
0.32 -0.59 0.15
0.00 -0.09 -0.10
-0.61 -0.88 -0.06
0.71 0.48 -0.19
0.05 -0.07 0.61
-0.59 0.14 0.01

E = -118981.39365 eV
E_HOMO (spin up / spin down) = -2.6 / -4.4 eV
spin multiplicity = 3
expectation value of S² = 2.052
net charge = -1
LUMO (spin up / spin down) = 2.4 / 2.4 eV
energy relative to the best compared isomer or geometry (same formula, charge and spin) = 0.0 kJ/mol